[1]
C26H31FN4O | ωB97M-V/def2-TZVPD

```
63
Properties=species:S:1:pos:R:3:forces:R:3:nbo_charge:R:1
C 5.6924 1.1267 -0.8515 -0.1 0.0 0.0 -0.6361
C 4.4089 1.8739 -0.7777 -0.2 0.2 0.1 0.1424
C 4.2188 3.2499 -0.5551 -0.3 0.0 0.0 -0.3468
C 2.8543 3.4391 -0.5802 0.2 0.0 0.0 0.1652
C 2.0489 4.6781 -0.4236 -0.1 -0.1 0.0 -0.6456
N 2.3077 2.2215 -0.8132 0.4 0.6 -0.1 -0.1797
C 0.9200 1.8605 -0.8726 -0.5 -0.1 0.3 -0.2105
C 0.3491 1.5521 0.5170 0.3 -0.1 -0.1 -0.4077
C 1.1311 0.4240 1.1975 -0.2 0.1 -0.1 -0.2225
N 0.3264 -0.2786 2.1828 0.2 0.1 0.1 -0.4710
C 0.0054 0.4934 3.3727 -0.2 0.1 0.1 -0.2251
C -1.2145 -0.1302 4.0623 0.1 0.1 0.0 -0.4089
C -1.1788 -1.6691 4.0132 -0.1 -0.2 0.1 -0.2999
C -2.1245 -2.2631 2.9621 0.2 0.2 0.4 0.6868
O -2.9006 -3.1515 3.2456 -0.2 -0.3 0.0 -0.6164
N -1.9865 -1.6959 1.7398 0.1 0.1 -0.2 -0.6792
C -2.6271 -2.0201 0.5481 -0.3 -0.2 -0.2 0.2491
C -3.7414 -2.8527 0.4775 -0.1 -0.1 0.2 -0.2603
C -4.3221 -3.1102 -0.7511 0.1 0.0 -0.1 -0.1840
C -3.8132 -2.5563 -1.9115 0.0 0.0 -0.1 -0.2544
C -2.6986 -1.7220 -1.8548 -0.2 -0.1 0.3 0.0453
C -2.1358 -1.1235 -3.0748 0.1 0.2 -0.3 -0.0298
C -1.6901 0.1972 -3.0812 0.0 0.0 0.1 -0.2331
C -1.1499 0.7592 -4.2231 0.0 0.0 0.0 -0.1840
C -1.0412 0.0181 -5.3872 0.0 -0.2 -0.1 -0.2904
C -1.4905 -1.2896 -5.3724 0.0 0.1 0.0 0.4118
F -1.3919 -2.0264 -6.5003 0.0 0.1 0.1 -0.3251
C -2.0338 -1.8714 -4.2445 0.0 0.1 -0.1 -0.2801
C -2.1166 -1.4615 -0.6213 -0.1 -0.1 0.0 -0.2872
C 0.2621 -2.1543 3.8056 0.0 0.0 0.0 -0.4111
C 0.9288 -1.5563 2.5588 0.1 -0.2 0.0 -0.2237
N 3.2419 1.2729 -0.9275 0.3 -0.8 -0.2 -0.2933
H 6.3106 1.5146 -1.6600 0.1 0.0 0.0 0.2192
H 5.4896 0.0748 -1.0307 0.1 -0.1 0.0 0.2304
H 6.2479 1.2323 0.0796 0.1 0.0 0.0 0.2173
H 4.9743 3.9937 -0.4029 0.1 0.2 0.0 0.2209
H 2.7139 5.5268 -0.2904 0.0 0.1 0.0 0.2345
H 1.4336 4.8554 -1.3062 0.0 0.1 0.0 0.2211
H 1.3900 4.6155 0.4424 -0.1 0.1 0.0 0.2184
H 0.8504 0.9729 -1.5070 0.0 0.1 0.0 0.2305
H 0.3562 2.6755 -1.3348 0.1 -0.1 0.0 0.2069
H -0.6953 1.2535 0.4087 -0.1 0.0 0.0 0.2129
H 0.3784 2.4576 1.1251 -0.1 0.0 0.0 0.2004
H 1.4235 -0.3051 0.4369 0.1 0.0 0.0 0.2166
H 2.0588 0.8218 1.6380 0.0 -0.1 0.0 0.1864
H 0.8632 0.5305 4.0626 0.0 0.0 0.0 0.1715
H -0.2303 1.5184 3.0848 0.1 0.0 0.0 0.2082
H -1.2391 0.2058 5.0997 0.0 0.0 0.0 0.2181
H -2.1273 0.2261 3.5815 0.0 0.1 0.0 0.2157
H -1.5319 -2.0737 4.9667 0.0 0.0 -0.2 0.2402
H -1.2207 -1.0119 1.6698 -0.1 -0.1 0.0 0.4373
H -4.1340 -3.2931 1.3784 0.0 0.0 0.0 0.2528
H -5.1882 -3.7533 -0.8014 -0.1 0.0 0.0 0.2146
H -4.2898 -2.7514 -2.8602 0.0 0.0 -0.1 0.2133
H -1.7910 0.7937 -2.1870 0.0 0.1 0.1 0.2113
H -0.8114 1.7846 -4.2119 0.0 0.1 0.0 0.2146
H -0.6215 0.4343 -6.2889 0.0 0.0 -0.1 0.2303
H -2.3539 -2.9009 -4.2761 0.0 -0.1 0.0 0.2335
H -1.2327 -0.8425 -0.5671 0.1 0.1 0.0 0.2002
H 0.2754 -3.2425 3.7366 0.1 0.0 0.1 0.2310
H 0.8338 -1.8764 4.6937 0.0 0.0 0.0 0.2082
H 2.0069 -1.4364 2.7544 -0.1 0.0 -0.1 0.1850
H 0.8220 -2.2343 1.7064 0.1 0.0 0.0 0.2040
```
Positions in Å, forces in eV/Å.

***

[2]
C21H48N5O9S2 | ωB97M-V/def2-TZVPD

```
85
Properties=species:S:1:pos:R:3:forces:R:3:lowdin_charge:R:1
C 2.2621 -1.2057 -1.0239 0.3 -0.1 0.4 -0.0894
O 3.2160 -1.0160 -2.0755 -0.3 0.3 0.1 -0.2266
C 3.1971 0.3533 -2.5243 -0.4 -1.0 -0.2 -0.2242
C 2.0774 0.5205 -3.6167 0.5 0.9 1.0 -0.1578
C 0.9414 1.5139 -3.1742 1.4 -0.2 -1.1 -0.2029
C 1.5161 2.9229 -2.8584 -0.5 0.4 0.0 -0.1853
C 0.5440 3.8971 -2.0789 0.3 -1.3 0.2 -0.2092
C -0.8611 3.3232 -1.7631 -0.5 0.9 0.0 -0.2106
C -1.8164 3.2337 -2.9981 0.5 0.3 0.8 -0.2344
C -3.3114 3.3848 -2.6131 0.4 -0.8 -1.6 -0.2467
S -4.0779 1.7815 -2.1340 -1.9 -0.2 1.7 0.5841
O -5.5471 2.0010 -2.3068 2.6 -0.2 0.0 -0.4010
O -3.6790 1.5019 -0.7190 -0.1 0.3 -2.3 -0.4078
N -3.4406 0.6837 -3.2387 -0.8 -0.7 1.9 -0.3736
S -3.8710 -0.8791 -2.8640 -3.3 0.0 -2.0 0.5423
O -5.1213 -1.0010 -2.0675 2.4 0.2 -0.4 -0.4337
O -3.9834 -1.6396 -4.1386 1.3 1.2 2.0 -0.4340
H 2.8146 -1.1525 -0.0646 -0.5 0.1 -0.3 0.0786
H 1.4832 -0.4225 -1.0381 0.3 -0.4 0.1 0.0867
H 1.7685 -2.1889 -1.0849 0.3 0.3 -0.2 0.0862
H 4.2106 0.5320 -2.9266 -0.5 0.1 0.2 0.1150
H 3.0193 0.9807 -1.6298 0.2 0.0 -0.5 0.1075
H 2.5809 0.8983 -4.5284 -0.5 -0.3 0.2 0.1023
H 1.6626 -0.4876 -3.7757 0.2 0.4 -0.2 0.1139
H 0.3032 1.6268 -4.0706 -0.2 -0.2 0.7 0.1065
H 0.4027 1.0405 -2.3419 0.0 0.4 -0.3 0.0992
H 2.4606 2.8728 -2.2882 -0.4 -0.2 -0.3 0.0881
H 1.7702 3.4232 -3.8172 0.0 -0.5 0.4 0.1047
H 1.0193 4.1168 -1.1057 -0.2 0.1 -0.5 0.1002
H 0.4631 4.8372 -2.6355 -0.1 -0.3 0.3 0.0755
H -0.8212 2.3811 -1.1870 0.0 0.3 -0.4 0.1085
H -1.3434 4.0491 -1.0744 0.3 -0.3 -0.2 0.0983
H -1.5555 4.0753 -3.6722 -0.1 -0.3 0.2 0.1080
H -1.6442 2.2954 -3.5463 -0.3 0.4 0.1 0.0691
H -3.8618 3.6905 -3.5245 0.1 -0.3 0.5 0.0900
H -3.5123 4.1592 -1.8575 0.1 -0.7 0.1 0.1002
H -2.8931 -1.5041 -2.1097 -0.1 0.7 -0.5 0.0503
C 0.1959 8.6892 -0.3080 0.1 0.1 0.1 -0.0115
C -0.3725 7.6714 -1.2626 0.0 -0.5 -0.1 -0.5318
O -0.1650 6.4766 -1.1379 -0.1 0.5 0.2 0.0418
N -1.1409 8.1247 -2.2911 0.1 0.2 0.2 0.0090
C -1.5016 9.4919 -2.6092 -0.2 -0.5 -0.3 -0.0826
H 0.7804 8.1755 0.4506 -0.1 -0.1 -0.1 0.0832
H 0.8495 9.3839 -0.8386 -0.1 0.1 0.1 0.0818
H -0.6085 9.2370 0.1855 0.1 0.1 -0.1 0.0828
H -1.4862 7.3880 -2.8863 0.0 0.0 0.0 0.1406
H -2.5896 9.5837 -2.5947 0.0 0.2 0.0 0.0821
H -1.1424 9.7290 -3.6130 0.0 0.2 0.0 0.0806
H -1.0747 10.1961 -1.9021 0.0 -0.1 0.0 0.0697
C 1.7267 -2.7394 2.4382 -0.1 0.1 0.1 -0.0118
C 2.8105 -1.7154 2.6528 0.0 0.3 0.1 -0.5627
O 2.6102 -0.5142 2.5412 0.0 -0.1 0.0 0.0158
N 4.0492 -2.1720 2.9838 -0.2 -0.1 0.0 0.0056
C 4.4753 -3.5486 3.1610 0.3 0.6 -0.3 -0.0908
H 0.7996 -2.2363 2.1818 0.1 0.1 -0.1 0.0710
H 1.9933 -3.4061 1.6178 -0.1 -0.1 0.1 0.0879
H 1.5695 -3.3159 3.3525 0.1 -0.2 -0.1 0.0750
H 4.7255 -1.4372 3.1139 0.0 0.0 0.0 0.1314
H 4.8513 -3.6685 4.1785 0.0 -0.3 0.0 0.0747
H 5.2844 -3.7577 2.4552 0.0 -0.2 0.1 0.0814
H 3.6626 -4.2487 2.9952 0.2 0.3 0.0 0.0370
C 0.9336 -6.9356 4.4660 -0.1 0.0 -0.1 -0.0043
C 2.0425 -6.0369 4.9457 0.2 0.1 -0.1 -0.5311
O 2.9399 -5.6603 4.2062 -0.3 -0.5 0.3 0.0121
N 2.0225 -5.6435 6.2462 -0.2 -0.2 -0.2 0.0109
C 1.0529 -5.9775 7.2712 0.4 0.3 0.1 -0.0766
H 1.0883 -7.1592 3.4138 0.1 0.1 0.0 0.0835
H 0.9372 -7.8731 5.0245 -0.1 0.0 0.0 0.0839
H -0.0316 -6.4389 4.5767 0.0 -0.1 0.1 0.0857
H 2.7934 -5.0441 6.4943 0.0 0.0 0.0 0.1413
H 0.6039 -5.0563 7.6471 -0.2 -0.1 0.1 0.0844
H 1.5661 -6.4799 8.0937 -0.2 -0.1 0.1 0.0814
H 0.2706 -6.6257 6.8898 0.1 0.0 -0.1 0.0724
C -1.7236 -5.3605 0.8369 0.1 -0.1 0.0 -0.0138
C -1.7058 -3.8863 0.5226 0.0 0.5 -0.2 -0.5435
O -0.6609 -3.2524 0.4564 0.0 -0.2 0.0 0.0174
N -2.8972 -3.2753 0.3089 0.3 -0.3 0.1 0.0201
C -4.2267 -3.8560 0.3371 0.0 0.4 -0.2 -0.0674
H -0.7020 -5.7051 0.9799 0.0 0.1 0.0 0.0741
H -2.2849 -5.5456 1.7544 -0.1 -0.1 -0.1 0.0782
H -2.1658 -5.9188 0.0105 -0.1 -0.1 0.1 0.0832
H -2.8121 -2.2900 0.1052 -0.1 0.0 0.0 0.1316
H -4.6966 -3.7075 -0.6366 -0.1 -0.1 0.1 0.0840
H -4.8204 -3.3403 1.0936 -0.1 -0.1 0.0 0.0866
H -4.1982 -4.9177 0.5652 0.1 0.0 0.0 0.0677
```
Positions in Å, forces in eV/Å.

total charge	-1

***

[3]
C9H3Co2NO8 | ωB97M-V/def2-TZVPD

```
23
Properties=species:S:1:pos:R:3:forces:R:3:nbo_charge:R:1
N -1.5459 -4.7289 -1.5986 -0.2 0.1 0.1 0.3417
O -0.6076 -5.1655 -0.9315 -1.0 0.2 -0.2 -0.4243
O -2.7411 -4.8676 -1.3492 1.3 -0.1 0.1 -0.3988
O 0.4688 -0.8638 3.8761 -0.8 1.9 -1.5 -0.4475
C 0.2542 -0.0248 3.1119 1.9 -2.5 2.7 0.5099
Co -0.0084 1.1010 1.7839 -0.2 -0.4 -2.7 0.0970
C -1.7313 1.3338 1.5760 -5.4 0.9 -1.1 0.4587
O -2.8620 1.4619 1.3372 3.1 -0.4 0.8 -0.4525
C 0.4825 2.7445 2.2100 1.8 2.9 0.5 0.6009
O 0.8477 3.8343 2.3888 -1.3 -3.1 -0.4 -0.4570
C 1.1901 0.7595 0.2592 2.3 -2.2 0.4 -0.5104
C 0.2966 -0.3315 0.1099 1.6 3.8 -1.5 -0.3007
C 0.2496 -1.6364 0.3364 0.3 -0.7 0.2 -0.2055
Co 0.4900 1.1616 -1.4324 -1.7 -0.5 3.5 0.1307
C -1.1521 1.0834 -2.0647 -3.8 -0.8 -1.8 0.5057
O -2.2445 0.9654 -2.3923 1.9 0.3 0.6 -0.4198
C 1.5585 0.2981 -2.5212 2.2 -2.2 -1.4 0.6127
O 2.2676 -0.3854 -3.1259 -1.8 1.9 1.3 -0.4339
C 0.8326 2.9094 -1.4367 1.5 3.6 0.0 0.5456
O 1.0443 4.0375 -1.3318 -0.6 -2.5 -0.3 -0.4370
H 2.2748 0.6422 0.4281 -0.6 0.3 0.0 0.2212
H -0.5407 -2.2925 0.0087 0.0 -0.2 -0.1 0.2447
H 1.1763 -2.0360 0.7580 -0.6 -0.4 0.6 0.2186
```
Positions in Å, forces in eV/Å.

***

[4]
H20O10 | ωB97M-V/def2-TZVPD

```
30
Properties=species:S:1:pos:R:3:forces:R:3:nbo_charge:R:1
O 0.5094 -0.0629 0.4315 -1.4 -3.8 1.9 -0.9511
H -0.3563 0.0487 0.8539 0.5 0.5 -0.5 0.4734
H 0.8190 0.6793 0.0225 0.9 3.4 -1.4 0.4775
O -3.3892 0.6218 0.3984 -1.1 2.0 2.2 -0.9671
H -4.0544 0.9869 1.0324 0.9 -1.1 -0.5 0.4727
H -3.3517 -0.3256 0.4170 -0.2 -0.9 0.2 0.5019
O 2.6587 -1.3730 -2.8522 -0.5 -0.3 -1.0 -0.9436
H 1.7602 -1.7500 -2.8399 0.4 0.7 -0.1 0.4672
H 2.6083 -0.6821 -2.2000 0.0 0.4 0.6 0.4836
O -0.6320 -2.4658 1.5345 0.5 3.3 0.7 -0.9626
H -0.7952 -3.3632 1.5032 -0.5 -2.7 -0.6 0.4581
H -0.7377 -2.0191 0.6798 0.2 -0.8 0.1 0.5017
O 1.8782 -3.2025 -1.1818 -0.6 -1.5 3.0 -0.9280
H 2.5898 -3.7303 -0.7804 -0.6 0.2 0.5 0.4640
H 2.2488 -3.1099 -2.0100 1.2 0.6 -2.8 0.4572
O 2.7092 2.0005 0.3862 0.1 -0.7 0.1 -0.9806
H 2.2990 2.3831 1.1912 0.7 -0.3 -0.6 0.5099
H 3.6419 2.2466 0.3659 -0.3 0.0 0.3 0.4740
O 1.6463 4.1492 0.5032 0.0 0.6 -1.4 -0.9630
H 1.4070 5.0786 0.4175 -0.1 0.0 0.0 0.4678
H 1.9048 3.8485 -0.4111 -0.4 0.3 1.6 0.4923
O -2.3702 -2.3415 -0.6886 -1.0 1.6 -2.1 -0.9653
H -2.4626 -3.2344 -0.3934 -0.3 -0.9 -0.1 0.4743
H -2.8658 -2.2109 -1.5670 1.2 -0.5 2.1 0.4930
O -2.8980 0.6455 -1.7742 -0.1 0.3 0.3 -0.9464
H -3.0450 0.7204 -2.6876 -0.1 0.2 -2.1 0.4494
H -3.5780 1.2053 -1.3532 0.7 -0.6 -0.1 0.4891
O 0.9877 1.6328 3.5396 3.1 2.2 3.4 -0.9160
H 0.2054 1.4438 3.1569 -4.0 -1.4 -2.5 0.4577
H 0.6626 2.1798 4.3056 0.9 -0.7 -1.0 0.4589
```
Positions in Å, forces in eV/Å.

***

The evaluated E for the records listed, in turn: -1403.5175, -2576.2943, -3766.5847, -764.3031 a.u..
The evaluated max |F| for the records listed, in turn: 0.016, 0.076, 0.109, 0.100 hartree/bohr.